1.
C6H12O | ωB97M-V/def2-TZVPD

Each line ends with the Mulliken charge.
Cartesian coordinates (Å):
C (0.97237, -3.10702, -0.29660)  -0.7935
C (-0.11937, -2.40497, -0.04219)  -0.0685
C (-0.66808, -1.38567, -0.97099)  -0.5820
C (-1.14013, -0.07024, -0.32765)  -0.3628
C (-0.38122, 0.62070, 0.49764)  0.1141
C (-0.80559, 1.90574, 1.16465)  -1.3171
H (1.30810, -3.89007, 0.37557)  0.2607
H (1.55858, -2.96823, -1.20276)  0.2461
H (-0.56935, -2.61235, 0.92395)  0.2934
H (-1.52855, -1.78072, -1.49643)  0.3497
H (0.05803, -1.13960, -1.72925)  0.2739
H (-2.11896, 0.24498, -0.65568)  0.3591
H (0.64942, 0.28103, 0.63626)  0.3145
H (-0.83282, 2.71245, 0.42184)  0.2682
H (0.00445, 2.23054, 1.80350)  0.2856
H (-1.71788, 1.86575, 1.73974)  0.3682
O (2.04569, 2.94802, -0.44284)  -0.6372
H (1.88942, 3.07406, 0.51379)  0.3163
H (1.39589, 3.47561, -0.91253)  0.3114

Values from the calculation:
- net charge = 0
- Kohn-Sham gap (eV) = 10.04
- energy above the lowest of the compared OMol25 structures with the same formula, charge and spin (kcal per mole) = 42.6
- E_HOMO (eV) = -9.149
- largest force on an atom (eV Å⁻¹) = 1.379

2.
C45H73BN10O9Pb | ωB97M-V/def2-TZVPD

Each line ends with the Mulliken charge.
Cartesian coordinates (Å):
Pb (-1.41774, -2.10941, 6.12820)  1.6842
O (-1.87582, 2.25728, -1.04744)  -0.3438
C (-1.46907, 1.18265, -0.60694)  0.4336
O (-0.67747, 0.92618, 0.42504)  0.4430
B (-0.44240, -0.57685, 0.49405)  0.2685
O (-0.79337, -1.05586, -0.86549)  -0.7199
C (-1.51919, -0.08036, -1.49327)  -0.1646
O (-2.17190, -0.11576, -2.50824)  -0.4903
O (-1.18317, -1.23876, 1.59365)  -0.2081
C (-0.35410, -1.59694, 2.46376)  -0.0293
O (-0.60946, -1.87337, 3.62289)  -0.4469
C (1.02258, -1.53700, 1.86414)  0.7975
O (0.93643, -0.95570, 0.71005)  -0.1141
O (2.07845, -1.79254, 2.41950)  -0.5891
C (-3.24650, -3.92053, 3.46984)  -0.0662
O (-3.45431, -3.15621, 4.63471)  -0.3119
H (-3.78600, -4.86733, 3.44507)  0.3483
H (-3.49095, -3.44426, 2.52036)  0.1128
H (-2.22490, -4.27203, 3.32536)  0.0461
C (1.82045, -5.21506, 3.45068)  -0.6927
C (2.89656, -6.37250, 3.58359)  -0.5712
C (2.38848, -7.46589, 4.52640)  -0.4728
C (1.28298, -8.29324, 4.08825)  0.1812
N (0.40619, -9.04314, 3.78517)  -0.4536
H (1.51426, -4.75873, 4.39201)  0.2456
H (0.97387, -5.69074, 2.95557)  0.4080
H (2.23159, -4.39452, 2.86265)  -0.0433
H (3.68857, -5.86847, 4.13747)  0.3157
H (3.24326, -6.64574, 2.58698)  0.4231
H (2.18357, -7.06133, 5.51758)  0.3118
H (3.24289, -8.14186, 4.56032)  0.3312
C (-6.73845, -3.10040, -1.76278)  -1.1549
C (-5.18614, -3.43089, -1.73267)  -0.9006
C (-4.23274, -2.19656, -1.47642)  0.3370
C (-4.22348, -1.65192, -0.11661)  0.2627
N (-4.24021, -1.15327, 0.92120)  -0.5179
H (-6.96154, -2.51821, -2.65687)  0.3067
H (-7.06836, -2.71232, -0.79911)  0.2925
H (-7.32476, -3.99758, -1.96128)  0.4248
H (-4.85318, -3.80424, -2.70109)  0.4160
H (-5.08487, -4.29821, -1.08028)  0.3830
H (-4.37894, -1.44552, -2.25273)  0.2877
H (-3.20240, -2.51526, -1.63436)  -0.1313
C (6.67889, -2.28699, 1.29802)  -1.4204
C (5.57703, -3.29365, 1.65669)  0.3262
C (4.99980, -3.96417, 0.39733)  -0.2500
C (4.67567, -3.17534, -0.86016)  0.2049
N (4.49801, -2.55546, -1.82476)  -0.4442
H (7.62729, -2.82296, 1.26104)  0.4082
H (6.89751, -1.68031, 2.17679)  0.3914
H (6.70063, -1.80980, 0.31827)  0.3137
H (4.80144, -2.63664, 2.05024)  -0.3757
H (5.77103, -4.00739, 2.45734)  0.4794
H (4.12395, -4.51696, 0.73707)  0.0170
H (5.75120, -4.74298, 0.26709)  0.4164
C (3.32372, 1.43753, -2.76452)  -0.5833
C (4.28704, 1.55415, -1.57612)  -1.0219
C (3.59382, 1.34397, -0.16444)  0.0435
C (2.64585, 2.46144, 0.24056)  -0.0494
N (1.93970, 3.29208, 0.54410)  -0.2976
H (2.53034, 2.18460, -2.74155)  -0.0616
H (2.90892, 0.43724, -2.88888)  0.1197
H (3.93920, 1.71133, -3.62144)  0.4360
H (4.66571, 2.57577, -1.60780)  0.3873
H (5.14742, 0.88515, -1.59306)  0.4367
H (4.46717, 1.49848, 0.46919)  0.3968
H (3.18403, 0.34846, 0.00625)  0.1888
C (-2.05625, 2.71051, -6.03061)  -1.4563
C (-1.90799, 1.99951, -4.67955)  -0.1926
C (-0.43791, 2.05466, -4.18282)  1.7151
C (0.58736, 1.30222, -4.97378)  0.0975
N (1.42344, 0.73492, -5.64918)  -0.6717
H (-1.53192, 2.17619, -6.82287)  0.3468
H (-1.70615, 3.73810, -6.12850)  0.3547
H (-3.09990, 2.63450, -6.33576)  0.4029
H (-2.30957, 0.98906, -4.75580)  0.2357
H (-2.42844, 2.53783, -3.88742)  0.1144
H (-0.56173, 1.89151, -3.11223)  -0.9253
H (-0.03488, 3.06461, -4.25812)  0.0459
C (-1.16754, 4.74384, 4.15948)  -1.4637
C (-0.54166, 4.08723, 2.91782)  0.6130
C (-1.60796, 3.68100, 1.88605)  1.4193
C (-2.40539, 2.38871, 2.17713)  -0.1954
N (-2.99481, 1.43373, 2.38565)  -0.5213
H (-1.88877, 3.98289, 4.45765)  0.3222
H (-1.70797, 5.61620, 3.79204)  0.3603
H (-0.54871, 4.88929, 5.04491)  0.3774
H (0.08623, 3.26026, 3.24944)  -0.7195
H (0.13969, 4.78588, 2.43229)  0.4566
H (-1.13003, 3.43563, 0.93764)  -1.1934
H (-2.22644, 4.53952, 1.62426)  0.6646
C (2.31895, 1.00495, 3.76994)  -0.5300
C (3.41383, 1.66359, 4.62954)  -0.7444
C (3.65557, 3.15931, 4.23103)  -0.1190
C (4.81218, 3.49236, 3.30587)  0.1336
N (5.65944, 3.65754, 2.57083)  -0.4644
H (2.24227, 0.01992, 4.23029)  0.3403
H (2.58841, 0.97501, 2.71420)  -0.0635
H (1.35718, 1.47601, 3.97297)  0.3623
H (4.37681, 1.15517, 4.58185)  0.3927
H (3.01483, 1.72668, 5.64192)  0.3099
H (4.01714, 3.78947, 5.04361)  0.3830
H (2.69216, 3.49151, 3.84426)  -0.0501
C (1.29157, 5.66247, -3.03725)  -0.9651
C (0.98370, 5.89132, -1.56759)  -0.6355
C (-0.45444, 5.41383, -1.08264)  1.5361
C (-1.56353, 6.03556, -1.83141)  0.0029
N (-2.36744, 6.54492, -2.47779)  -0.5773
H (2.19600, 6.23445, -3.24449)  0.3923
H (0.48441, 5.97406, -3.70020)  0.3789
H (1.46260, 4.61099, -3.26800)  0.0084
H (1.05669, 6.93867, -1.27464)  0.3947
H (1.73312, 5.33286, -1.00671)  0.2296
H (-0.48513, 5.79855, -0.06325)  0.1405
H (-0.62610, 4.33744, -1.07909)  -0.8584
C (0.13082, -4.48185, -4.90905)  -1.2776
C (0.94658, -3.24546, -4.52543)  -0.7152
C (0.61011, -2.72614, -3.18220)  1.2447
C (0.80089, -3.57965, -2.02144)  0.2052
N (0.98620, -4.16732, -1.03579)  -0.6873
H (-0.88547, -4.18503, -5.16821)  0.3146
H (0.24297, -5.30661, -4.20528)  0.3513
H (0.59604, -4.84470, -5.82557)  0.3887
H (0.66883, -2.44867, -5.21541)  0.3076
H (2.00157, -3.30417, -4.79312)  0.4888
H (-0.46078, -2.52356, -3.19788)  -0.2091
H (1.03711, -1.75048, -2.95009)  -0.2816
C (-6.41982, 3.93847, -0.67511)  -1.3475
C (-5.24726, 3.21798, 0.02459)  -0.4164
C (-5.06332, 1.90396, -0.76937)  1.4511
C (-6.23319, 1.02461, -0.73585)  0.1859
N (-7.14494, 0.35265, -0.74206)  -0.5209
H (-7.36163, 3.48487, -0.36631)  0.3519
H (-6.30155, 3.99604, -1.75714)  0.3264
H (-6.30687, 4.96759, -0.33414)  0.4304
H (-5.42665, 2.89219, 1.04918)  0.4621
H (-4.39038, 3.88862, 0.08877)  0.0029
H (-4.30211, 1.40637, -0.16849)  -1.3112
H (-4.71472, 2.19036, -1.76161)  0.3700

Values from the calculation:
- net charge = +1
- Kohn-Sham gap (alpha / beta) (eV) = 3.61 / 3.50
- ⟨S²⟩ = 0.76
- 2S+1 = 2
- E_HOMO (alpha / beta) (eV) = -12.107 / -12.107
- largest force on an atom (eV Å⁻¹) = 6.778

3.
CH3BrO3S | ωB97M-V/def2-TZVPD

Each line ends with the Mulliken charge.
Cartesian coordinates (Å):
C (0.18677, 0.00565, -0.08640)  -0.5665
O (0.91995, 0.91112, -0.97193)  -0.2991
S (1.22126, 2.44097, -0.18546)  0.9468
O (1.33715, 2.02713, 1.18521)  -0.4526
O (2.15877, 3.15770, -0.99275)  -0.4551
Br (-0.72423, 3.31390, -0.26176)  -0.0060
H (0.92611, -0.54738, 0.36822)  0.2244
H (-0.42957, -0.54932, -0.85574)  0.2316
H (-0.51814, 0.57416, 0.45895)  0.3765

Values from the calculation:
- net charge = 0
- Kohn-Sham gap (eV) = 10.94
- energy above the lowest of the compared OMol25 structures with the same formula, charge and spin (kcal per mole) = 13.4
- E_HOMO (eV) = -11.336
- largest force on an atom (eV Å⁻¹) = 4.502

4.
C18H32O2 | ωB97M-V/def2-TZVPD

Each line ends with the Mulliken charge.
Cartesian coordinates (Å):
C (2.51872, 3.34221, -0.56279)  -1.6043
C (2.44336, 1.82079, -0.60645)  0.8191
C (3.81274, 1.17739, -0.39706)  -0.9469
C (3.74295, -0.34843, -0.28308)  -0.2044
C (3.54577, -0.85094, 1.15555)  -0.9903
C (2.26483, -0.38720, 1.78441)  -0.5781
C (1.11580, -1.04567, 1.78259)  -0.0619
C (0.87114, -2.38530, 1.14354)  -0.5783
C (-0.57468, -2.53454, 0.78263)  -0.3162
C (-1.09318, -2.63208, -0.43218)  -0.4299
C (-0.36162, -2.66345, -1.73816)  -0.4552
C (-0.99583, -1.76698, -2.80665)  -1.1399
C (-0.77035, -0.27168, -2.57839)  -0.2206
C (-1.60790, 0.31540, -1.44460)  0.7544
C (-1.43465, 1.82896, -1.35287)  -0.2265
C (-2.35046, 2.48866, -0.32313)  -0.9229
C (-2.04451, 2.06682, 1.11514)  -0.3486
C (-2.58808, 0.71946, 1.51225)  0.4405
O (-2.05812, -0.02919, 2.29126)  -0.5824
O (-3.77900, 0.44319, 0.96677)  -0.4400
H (1.54008, 3.78348, -0.74064)  0.3515
H (3.20368, 3.71270, -1.32287)  0.3530
H (2.87400, 3.67868, 0.40898)  0.3595
H (2.05044, 1.50700, -1.57722)  0.0843
H (1.75529, 1.46363, 0.16151)  -0.1833
H (4.45378, 1.44902, -1.23985)  0.4191
H (4.27287, 1.58666, 0.50500)  0.3520
H (4.67328, -0.78072, -0.66014)  0.3451
H (2.92953, -0.71780, -0.91138)  -0.0281
H (3.57969, -1.94238, 1.14773)  0.3950
H (4.38456, -0.49884, 1.76140)  0.4013
H (2.31715, 0.56880, 2.28948)  0.3892
H (0.25465, -0.62209, 2.28159)  0.5094
H (1.12470, -3.16536, 1.87243)  0.2774
H (1.51383, -2.52349, 0.27585)  0.3372
H (-1.23996, -2.52026, 1.63637)  0.3483
H (-2.16800, -2.73310, -0.53190)  0.3528
H (0.68173, -2.37599, -1.60829)  0.0715
H (-0.37732, -3.69503, -2.10856)  0.3535
H (-2.06855, -1.96762, -2.86204)  0.3795
H (-0.56146, -2.03371, -3.77394)  0.4315
H (0.28779, -0.09584, -2.37159)  -0.2004
H (-1.01668, 0.25881, -3.50285)  0.4227
H (-1.31132, -0.14718, -0.50305)  -0.6687
H (-2.66173, 0.08520, -1.61952)  0.3208
H (-0.39570, 2.05690, -1.10838)  -0.2367
H (-1.64781, 2.26950, -2.33058)  0.4313
H (-3.39109, 2.25549, -0.55141)  0.3834
H (-2.22581, 3.57149, -0.39472)  0.4408
H (-2.50287, 2.78227, 1.80471)  0.3506
H (-0.96946, 2.06619, 1.30283)  0.1078
H (-4.08927, -0.42277, 1.27371)  0.3809

Values from the calculation:
- net charge = 0
- Kohn-Sham gap (eV) = 9.65
- energy above the lowest of the compared OMol25 structures with the same formula, charge and spin (kcal per mole) = 9.4
- E_HOMO (eV) = -8.912
- largest force on an atom (eV Å⁻¹) = 0.658

5.
H4NPS2 | ωB97M-V/def2-TZVPD

Each line ends with the Mulliken charge.
Cartesian coordinates (Å):
N (0.84410, 1.11408, -0.29966)  -0.4638
P (0.42512, -0.10471, 0.71929)  0.2283
S (-1.85742, -0.74982, -0.08748)  -0.3590
S (1.51452, -1.54084, -0.24965)  -0.2228
H (0.51203, 1.98313, -0.20042)  0.2486
H (0.63693, 1.04959, -1.33857)  0.2757
H (-1.38179, -1.18817, -1.30726)  0.1182
H (1.95153, -1.85961, 1.03502)  0.1747

Values from the calculation:
- net charge = 0
- Kohn-Sham gap (eV) = 9.12
- energy above the lowest of the compared OMol25 structures with the same formula, charge and spin (kcal per mole) = 17.1
- E_HOMO (eV) = -8.849
- largest force on an atom (eV Å⁻¹) = 4.753

The highest largest force on an atom belongs to which entry? C45H73BN10O9Pb